(1)
Density functional theory data (ωB97M-V with the def2-TZVPD basis set) for a structure of composition C46H53N6O5P2Sc.

```
113
Properties=species:S:1:pos:R:3:lowdin_charge:R:1
Sc 6.62653 -16.99568 16.78833 0.953
N 4.62632 -17.94753 17.49948 -0.045
C 4.30913 -19.22924 16.84570 -0.206
C 4.62112 -19.17319 15.35633 -0.132
N 6.06647 -18.77277 15.19647 -0.096
C 7.14733 -19.82269 15.27893 -0.145
C 7.69720 -19.98072 16.70805 -0.136
N 8.24933 -18.62496 17.17538 -0.001
H 4.38432 -18.01764 18.49557 0.021
H 3.89243 -17.27352 17.30474 0.098
H 3.19785 -19.46847 17.03786 0.161
H 4.81243 -19.97688 17.38180 0.087
H 4.10222 -18.44803 14.79422 0.115
H 4.45358 -20.16246 14.94318 0.129
H 6.11440 -18.32095 14.29664 0.089
H 7.97839 -19.47074 14.66087 0.122
H 6.81684 -20.72790 14.90088 0.101
H 8.52498 -20.70923 16.68662 0.137
H 6.90812 -20.16282 17.41563 0.097
H 9.10661 -18.43698 16.67378 0.069
H 8.43934 -18.67664 18.14813 0.027
O 7.83150 -15.27296 17.17558 -0.173
C 7.68513 -14.09036 16.70517 -0.083
C 6.60454 -13.65679 15.86495 -0.091
C 6.47289 -12.25182 15.61966 0.069
C 5.40739 -11.82230 14.91594 -0.123
C 4.39691 -12.67656 14.50074 0.051
C 4.41714 -14.01338 14.76248 0.037
C 5.46469 -14.48411 15.56173 -0.285
O 5.37878 -15.74660 15.95491 -0.177
N 5.42346 -10.36419 14.58136 -0.336
O 6.32368 -9.69813 15.00630 0.109
O 4.47869 -9.98971 13.88083 0.090
H 8.34911 -13.31069 17.08374 0.155
H 7.22525 -11.58051 16.05837 0.147
H 3.69741 -12.18215 13.87693 0.126
H 3.64710 -14.67206 14.45281 0.127
C 6.18636 -17.24581 21.15403 -0.483
P 7.01653 -16.53981 19.66455 1.007
C 8.78254 -17.07124 19.83648 -0.353
C 9.83177 -16.48944 19.06397 -0.117
C 11.01368 -17.12150 18.89362 -0.070
C 11.21220 -18.45362 19.35925 -0.042
C 10.21905 -19.01833 20.13477 -0.063
C 9.01564 -18.32141 20.39650 -0.103
C 6.92914 -14.72603 19.92632 -0.380
C 5.86033 -14.17110 19.24161 -0.163
C 5.64685 -12.81040 19.31141 -0.099
C 6.45387 -11.96885 20.03422 -0.041
C 7.54731 -12.54826 20.81790 -0.035
C 7.77541 -13.89147 20.65508 -0.099
P 4.34040 -16.96005 20.93862 1.022
C 3.76928 -18.04162 22.28763 -0.403
C 2.87222 -19.07829 21.99782 -0.118
C 2.28101 -19.84255 22.99277 -0.067
C 2.60424 -19.56756 24.32248 -0.074
C 3.53915 -18.61425 24.65096 -0.058
C 4.14012 -17.89189 23.61284 -0.086
C 3.87308 -15.34375 21.63195 -0.423
C 2.70030 -14.80708 21.15946 -0.117
C 2.22645 -13.61101 21.71907 -0.067
C 2.97109 -12.92268 22.66938 -0.052
C 4.18318 -13.47681 23.11097 -0.049
C 4.62288 -14.66500 22.56731 -0.113
H 6.66741 -16.92008 22.06786 0.061
H 6.17250 -18.34960 21.16245 0.053
H 9.71274 -15.57033 18.58532 0.079
H 11.78463 -16.55762 18.37836 0.116
H 12.08708 -19.06685 19.15459 0.116
H 10.34946 -19.97913 20.51473 0.094
H 8.26056 -18.85148 20.93622 0.090
H 5.14253 -14.77971 18.66218 0.106
H 4.86326 -12.28309 18.69437 0.136
H 6.28556 -10.87620 20.12024 0.122
H 8.21697 -11.96691 21.49880 0.127
H 8.59459 -14.34471 21.21541 0.116
H 2.63184 -19.29683 20.93676 0.096
H 1.48045 -20.49769 22.66238 0.111
H 2.02577 -19.99977 25.10360 0.104
H 3.82961 -18.55291 25.70240 0.119
H 4.82454 -17.05669 23.83305 0.100
H 2.12415 -15.28587 20.35143 0.106
H 1.24378 -13.22490 21.31558 0.129
H 2.60174 -12.03285 23.09979 0.097
H 4.71982 -13.04998 23.90428 0.097
H 5.55291 -15.12577 22.91063 0.100
C 9.66959 -15.22335 9.08140 -0.077
C 8.59636 -16.02096 9.77436 -0.189
N 7.58703 -15.07540 10.33889 -0.046
C 6.78629 -14.31982 9.38514 -0.210
C 6.92638 -12.87377 9.56546 -0.078
C 7.25481 -15.08063 11.64718 -0.383
O 6.29236 -14.49872 12.14586 0.068
C 8.18689 -15.71381 12.69380 -0.093
C 9.52910 -15.52564 12.79677 0.026
C 10.20807 -15.97990 13.93954 -0.007
C 9.50721 -16.60824 14.90474 -0.137
N 8.19213 -16.73673 14.82073 0.026
C 7.54012 -16.28036 13.76443 -0.079
H 10.44168 -15.87719 8.71724 0.077
H 10.16651 -14.48965 9.73631 0.079
H 9.22857 -14.65339 8.24323 0.087
H 9.02367 -16.67611 10.57257 0.121
H 8.10112 -16.66116 9.06705 0.117
H 5.74864 -14.56430 9.62041 0.127
H 7.04344 -14.74650 8.36316 0.147
H 6.65553 -12.55944 10.52743 0.052
H 6.35979 -12.27114 8.84096 0.102
H 7.95099 -12.51614 9.55220 0.083
H 10.08968 -15.03111 11.95092 0.144
H 11.27484 -15.80747 14.06297 0.128
H 9.99183 -16.90832 15.82140 0.106
H 6.50693 -16.27594 13.74319 0.094
```

Calculated values
Highest occupied orbital energy: -13.0 eV
Kohn-Sham gap: 7.2 eV
Total charge: +2
LUMO level: -5.723 eV

(2)
Density functional theory data (ωB97M-V with the def2-TZVPD basis set) for a structure of composition C46H53N7O4Ti.

```
111
Properties=species:S:1:pos:R:3:lowdin_charge:R:1
Ti 0.88588 -0.15728 -0.93589 1.016
O 1.09743 3.55490 0.64309 -0.029
C 0.86285 2.58980 -0.11803 -0.540
N 0.29209 1.41677 0.25293 -0.072
C -0.37542 1.45786 1.52754 -0.168
C 0.52573 1.32334 2.73133 -0.254
C 0.25526 2.01547 3.91411 -0.031
C 1.07092 1.81774 5.01077 -0.097
C 2.14064 0.93663 4.90190 -0.088
C 2.33137 0.29664 3.68766 -0.133
N 1.54676 0.47963 2.63058 0.158
C 1.13055 2.64119 -1.55937 -0.258
C 1.62272 3.77409 -2.19926 -0.082
C 1.66144 3.84147 -3.57598 -0.132
C 1.12288 2.73118 -4.30663 -0.120
C 0.68863 1.63131 -3.61817 -0.187
N 0.72285 1.51130 -2.27473 -0.039
H -1.11259 0.64491 1.56039 0.104
H -0.93828 2.39274 1.62669 0.119
H -0.57832 2.70599 3.94794 0.109
H 0.88320 2.34662 5.93884 0.091
H 2.80773 0.74747 5.73364 0.086
H 3.14241 -0.41396 3.55405 0.099
H 1.93709 4.60010 -1.57051 0.107
H 2.02547 4.72466 -4.08664 0.067
H 1.04364 2.74958 -5.38622 0.075
H 0.29497 0.77289 -4.15467 0.106
C -1.01040 -1.76633 3.67356 -0.062
C -0.43065 -2.29599 2.36408 -0.360
C -1.21436 -3.52461 1.89146 -0.037
C 1.05330 -2.59424 2.44441 -0.139
C 1.62613 -3.04791 3.62521 -0.056
C 2.98916 -3.29351 3.71068 -0.107
C 3.78975 -3.06007 2.60625 -0.060
C 3.24740 -2.61439 1.40293 -0.128
C 4.14272 -2.39949 0.20160 -0.367
C 5.32197 -1.48007 0.51835 -0.067
C 4.62022 -3.73800 -0.36703 -0.058
C 1.86875 -2.40499 1.31480 -0.152
N 1.25223 -2.00208 0.10048 0.021
C 0.97515 -3.00283 -0.74001 -0.508
O 1.33132 -4.18721 -0.67347 0.011
C 0.02525 -2.61743 -1.86160 -0.183
C -0.35226 -3.56772 -2.79501 -0.007
C -1.34260 -3.24277 -3.70534 -0.054
C -1.99187 -2.02571 -3.58326 -0.005
C -1.59357 -1.13544 -2.59614 -0.150
N -0.53036 -1.39424 -1.82102 0.066
C -2.50435 0.04132 -2.28235 -0.526
O -3.33014 0.36863 -3.16764 -0.041
N -2.37480 0.44581 -1.04403 0.123
C -3.32582 1.33796 -0.54563 -0.166
C -4.23186 0.85422 0.42395 -0.139
C -5.18948 1.70487 0.96007 -0.066
C -5.26020 3.03443 0.56711 -0.113
C -4.35006 3.51169 -0.36196 -0.058
C -3.37637 2.69117 -0.92198 -0.123
C -2.39784 3.25538 -1.93136 -0.355
C -1.72733 4.53479 -1.42871 -0.060
C -3.08673 3.50553 -3.27604 -0.064
C -4.15885 -0.60878 0.81338 -0.379
C -4.87028 -1.47396 -0.23175 -0.051
C -4.69742 -0.90354 2.21031 -0.098
H -2.02518 -1.39979 3.50544 0.062
H -1.07001 -2.55050 4.43480 0.069
H -0.41120 -0.94601 4.07385 0.069
H -0.55293 -1.52110 1.60457 0.108
H -1.13854 -4.32671 2.63290 0.080
H -2.27167 -3.27674 1.75896 0.065
H -0.82444 -3.90806 0.94907 0.070
H 1.00299 -3.19391 4.49987 0.099
H 3.42458 -3.64551 4.63953 0.087
H 4.85836 -3.23621 2.67253 0.100
H 3.53655 -1.90416 -0.55523 0.086
H 6.01446 -1.94110 1.22912 0.064
H 5.88489 -1.26122 -0.39367 0.074
H 4.97197 -0.53523 0.93702 0.072
H 5.25845 -4.25789 0.35562 0.069
H 3.76605 -4.37454 -0.59810 0.065
H 5.20230 -3.57976 -1.28016 0.072
H 0.13336 -4.53202 -2.75675 0.110
H -1.64293 -3.95203 -4.46835 0.097
H -2.83029 -1.72986 -4.19760 0.108
H -5.89004 1.33049 1.69809 0.089
H -6.01183 3.69296 0.98867 0.081
H -4.39529 4.55345 -0.66251 0.097
H -1.62214 2.50259 -2.08160 0.107
H -2.46106 5.33423 -1.27903 0.062
H -1.19464 4.37381 -0.49122 0.073
H -0.99870 4.88389 -2.16364 0.069
H -3.87891 4.25506 -3.16566 0.067
H -2.36168 3.87955 -4.00452 0.070
H -3.52411 2.58041 -3.65294 0.057
H -3.09731 -0.87483 0.78108 0.113
H -5.93984 -1.24061 -0.24949 0.079
H -4.47065 -1.28144 -1.22769 0.067
H -4.75340 -2.53860 -0.00443 0.071
H -5.78088 -0.76171 2.26582 0.064
H -4.49250 -1.94254 2.48165 0.064
H -4.23573 -0.25622 2.95884 0.075
N 4.33446 2.09914 -0.86729 0.182
C 3.53627 1.01456 -1.09267 -0.528
O 2.90071 0.51526 -0.16759 -0.034
C 3.49130 0.40315 -2.47061 -0.193
C 2.40716 -0.67637 -2.51940 -0.226
H 4.05412 2.61801 -0.04455 0.112
H 4.49731 2.67528 -1.67889 0.094
H 4.51053 0.03939 -2.67265 0.108
H 3.30474 1.20626 -3.19191 0.098
H 2.85399 -1.67021 -2.38606 0.034
H 1.94771 -0.68014 -3.51289 0.032
```

Calculated values
Highest occupied orbital energy (alpha / beta): 0.3 / -2.4 eV
Kohn-Sham gap (alpha / beta): 4.0 / 6.8 eV
Total charge: -2
LUMO level (alpha / beta): 4.355 / 4.338 eV
<S²>: 2.018
Multiplicity: 3

Looking at max |F| for the records above, in order, we have 3.396 1.019 eV/Å.
Looking at E_tot for the records above, in order, we have -107006.9616 -90304.5574 eV.